# 1
Formula: C46H45BN9O4ScTe
Source: the Open Molecules 2025 dataset
Level of theory: the ωB97M-V functional and the def2-TZVPD basis

Values from the calculation:
**E_LUMO (alpha / beta)**: -2.045 / -2.064 eV
**Charge**: +1
**Relative energy (zero: lowest compared OMol25 entry of this formula, charge and spin)**: 18.79 kcal per mole
**HOMO-LUMO gap (alpha / beta)**: 6.0 / 8.3 eV
**2S+1**: 2
**Strongest force on any atom**: 0.7 eV/Å

Structure (XYZ):
```
107
Properties=species:S:1:pos:R:3:mulliken_charge:R:1
B 1.51 -2.03 -0.45 0.193
C 2.89 4.68 2.32 -1.092
C 1.74 8.20 -4.31 -1.581
C 4.15 2.77 1.67 -0.950
C 1.62 -3.81 0.93 0.182
C -5.85 -3.77 1.84 -0.900
O 1.05 -2.55 0.81 0.291
C 0.92 4.61 -2.14 0.424
H 4.96 5.16 3.93 0.408
O 2.33 -2.99 -1.05 -0.596
H 2.76 5.55 2.94 0.446
H 2.90 1.10 -1.03 0.154
H 1.45 9.08 -3.75 0.364
H -0.17 4.92 1.28 0.268
C -4.62 -1.97 2.86 -0.032
H -1.85 4.27 -1.96 0.197
H 3.47 -7.12 0.61 0.407
N 0.95 1.33 -1.80 -0.980
N -4.35 -2.36 6.52 -0.468
N -3.58 -1.48 7.30 -0.468
H -1.80 0.93 4.71 0.791
Te 0.48 3.03 -0.82 1.072
H 4.01 4.12 -1.67 0.354
H -0.67 3.68 4.48 0.239
C 2.45 5.99 -3.32 -0.780
H 0.82 5.90 0.20 0.299
N -3.95 -1.02 0.22 0.853
C 3.07 -5.25 -0.34 -1.094
C 3.23 2.46 0.66 1.154
H 0.89 -4.50 2.84 0.488
C -5.16 -2.57 1.73 0.979
H 4.57 1.24 -0.47 0.562
H -0.44 0.11 -4.37 0.433
H -5.04 -2.66 -0.42 0.482
C 2.38 -4.07 -0.19 0.990
C 1.49 -4.72 1.96 -0.863
H -6.54 -5.31 3.17 0.410
H 1.18 8.20 -5.25 0.344
N 1.42 1.19 3.89 -0.946
N -4.13 0.32 0.09 -0.939
H -6.26 -4.25 0.96 0.462
H 0.92 3.45 5.21 0.485
H -2.21 0.11 8.88 0.549
C -1.77 0.69 8.09 -0.978
H -0.58 1.90 9.39 0.413
H 3.42 0.33 0.47 0.387
C 3.34 3.83 -2.48 -1.765
H 4.75 3.51 4.50 0.294
H -5.96 -1.28 0.18 0.312
C 0.81 5.39 1.17 -1.910
C 3.53 1.23 -0.15 -1.967
C -0.24 -0.17 -3.34 -1.317
H -1.07 -0.80 -3.01 0.268
C 2.21 4.81 -2.63 0.975
C 4.00 3.85 2.52 0.418
H -2.70 1.82 -0.24 0.653
C -1.54 1.16 5.73 -0.296
H 0.47 3.18 7.56 0.427
C 2.95 -6.18 0.69 -0.500
H -1.12 2.45 2.34 0.550
C -5.46 -3.78 4.21 -0.992
H 3.44 6.17 -3.72 0.415
C -2.65 -1.30 0.17 -0.581
C -2.11 0.43 6.76 -0.076
C -4.20 -1.99 5.31 0.620
C -0.61 2.15 6.02 1.047
H 0.88 6.16 1.94 0.517
Sc 0.35 -0.07 -0.16 0.728
C -0.85 1.69 8.37 -0.760
C -2.91 0.78 -0.06 -0.901
C -3.04 -0.66 6.47 0.659
C -5.09 -1.91 0.37 -1.244
H 5.99 3.87 3.31 0.411
H 2.12 -6.66 2.60 0.406
C -0.20 1.08 -2.51 1.133
C -4.77 -2.58 4.10 -0.063
H 2.80 8.28 -4.55 0.359
N -1.95 -0.19 -0.01 0.428
C 2.13 3.30 0.49 1.241
H 2.04 -0.28 2.52 0.637
C -6.00 -4.37 3.08 -0.690
H 0.69 -0.74 -3.29 0.297
C 0.02 2.94 4.89 -1.269
N 0.38 2.06 3.78 1.487
H -1.64 5.62 -0.83 0.274
C -0.11 5.52 -2.36 0.624
H 3.92 3.81 -3.41 0.598
C 1.35 0.52 2.77 -0.999
H -0.61 7.39 -3.24 0.503
H -4.10 -1.03 2.78 0.662
C -0.27 2.42 7.33 -0.852
H -2.21 5.91 -2.46 0.504
H -5.57 -4.24 5.19 0.535
H 5.00 2.12 1.79 0.485
O -1.16 1.87 -2.49 -0.568
H -2.26 -2.30 0.26 0.641
C 1.96 4.42 1.32 0.367
C 0.18 6.68 -3.06 -0.780
C 2.18 -5.92 1.82 -0.665
O -3.38 -0.90 5.18 -0.232
H 3.66 -5.44 -1.22 0.498
C 1.46 6.94 -3.54 0.575
C 4.98 4.12 3.62 -1.706
H 3.00 2.81 -2.29 0.066
N 0.33 0.90 1.95 0.823
C -1.52 5.31 -1.87 -1.665
C -0.25 1.87 2.63 -1.055
```


# 2
Formula: C46H45FeN2P3S
Source: the Open Molecules 2025 dataset
Level of theory: the ωB97M-V functional and the def2-TZVPD basis

Values from the calculation:
**E_LUMO (alpha / beta)**: -6.436 / -5.786 eV
**Charge**: +2
**HOMO-LUMO gap (alpha / beta)**: 5.9 / 6.6 eV
**2S+1**: 5
**Strongest force on any atom**: 2.3 eV/Å

Structure (XYZ):
```
98
Properties=species:S:1:pos:R:3:mulliken_charge:R:1
C 1.44 -3.81 -1.37 -0.892
C 4.22 3.22 -1.89 -0.936
C -0.01 -2.07 3.12 -0.183
C -4.43 -2.15 -2.80 -1.061
H -1.89 5.70 1.05 0.440
P -2.77 -0.99 -0.80 1.974
H 3.94 1.75 1.19 0.144
C 0.76 0.06 3.96 -0.480
C -2.18 -1.53 -3.42 -0.499
H 4.42 -0.58 -1.27 0.395
H -5.44 0.09 -0.25 0.432
H -3.07 -3.29 0.91 0.426
H -3.82 4.42 1.49 0.534
H 1.02 -4.64 -0.83 0.534
C 7.15 1.21 1.79 -0.798
H 3.13 -3.13 -4.22 0.466
H 7.34 1.80 2.69 0.321
C -6.30 -2.58 1.63 -0.581
C -3.68 -2.40 -5.07 -0.878
H -3.88 -2.69 -6.09 0.429
C -6.42 -1.37 0.97 -0.794
C 5.50 1.19 -1.75 -1.081
C -1.41 1.90 2.74 -1.527
H -3.37 3.29 -3.29 0.474
H -3.15 0.85 -3.19 0.575
N 1.65 0.16 0.76 -0.177
C -4.01 -2.76 0.93 -0.544
C 3.54 1.18 2.03 0.170
H 0.14 -3.71 4.48 0.474
H -5.64 -2.91 -4.38 0.478
H -5.01 -4.21 2.14 0.448
H -1.67 -1.82 -5.48 0.531
H 0.23 4.85 0.45 0.431
H 8.08 0.74 1.47 0.374
C -3.10 1.56 0.13 0.399
H -3.28 4.63 -1.23 0.468
C 0.32 -2.65 4.33 -0.778
H -1.90 1.29 3.46 0.382
C 2.63 -2.96 -3.28 -0.830
C 2.86 -0.09 1.53 -0.952
H 4.28 0.18 3.79 0.350
H 3.56 -0.66 0.92 0.582
H -0.16 -1.64 -3.30 0.211
C 2.09 -4.03 -2.57 -0.687
C 3.07 2.51 -1.60 -0.222
C 1.93 -1.46 -1.53 0.784
C 4.66 0.83 3.00 -1.175
C -4.14 -1.55 0.24 0.616
H -2.80 3.12 2.18 0.359
H 1.54 0.05 5.94 0.499
H 0.92 1.11 3.81 0.485
C -1.74 4.63 1.09 -0.740
C -3.15 1.42 -2.27 -0.784
H 6.75 1.83 1.00 0.172
H 2.12 3.03 -1.56 0.496
H 5.11 1.72 3.43 0.546
C 2.53 -1.68 -2.77 -0.727
H -7.15 -2.99 2.14 0.441
H 6.45 0.67 -1.83 0.468
C 4.36 0.48 -1.44 -0.047
P 1.59 0.25 -0.96 0.611
H -5.20 -2.24 -2.05 0.467
C 1.35 -2.53 -0.85 -0.424
C 1.10 -0.54 5.16 -0.916
H -3.09 1.05 1.09 0.891
C -3.19 -1.64 -2.46 0.395
C 5.44 2.56 -1.97 -0.549
C -4.68 -2.52 -4.11 -0.787
S 5.99 -0.12 2.18 -0.064
H -7.36 -0.83 0.99 0.454
H 0.90 -2.37 0.13 0.451
C -0.56 1.82 1.75 1.788
C -3.28 2.80 -2.33 -1.375
C -2.95 3.79 1.31 -0.916
H -0.45 -2.66 2.33 0.263
C 3.13 1.14 -1.36 0.763
H 2.94 -0.85 -3.33 0.507
C -3.08 0.79 -1.03 -0.474
H 2.60 -0.71 2.40 0.726
C -2.43 -1.91 -4.73 -0.483
H 2.81 1.82 2.54 0.139
C -0.04 2.82 0.90 -0.773
H -0.72 -0.13 -3.55 0.348
C -3.24 3.56 -1.17 -0.518
H 1.18 -2.36 6.27 0.441
C -5.10 -3.27 1.61 -0.857
C 0.89 -1.90 5.34 -0.620
C -5.35 -0.85 0.27 -0.169
H 0.86 2.56 0.36 0.324
Fe -0.61 -0.48 -0.84 -0.622
H 6.33 3.11 -2.23 0.470
P 0.01 0.05 1.28 2.072
H 2.18 -5.03 -2.96 0.453
C 0.23 -0.71 2.92 0.417
H 4.17 4.29 -2.07 0.468
C -3.14 2.94 0.08 0.063
N -0.89 -0.98 -3.02 -0.295
C -0.50 4.14 0.81 -0.606
```


# 3
Formula: C46H46Br2HgN3O
Source: the Open Molecules 2025 dataset
Level of theory: the ωB97M-V functional and the def2-TZVPD basis

Values from the calculation:
**E_LUMO (alpha / beta)**: 4.103 / 4.103 eV
**Charge**: -2
**Relative energy (zero: lowest compared OMol25 entry of this formula, charge and spin)**: 4.66 kcal per mole
**HOMO-LUMO gap (alpha / beta)**: 4.8 / 5.7 eV
**2S+1**: 2
**Strongest force on any atom**: 1.1 eV/Å

Structure (XYZ):
```
99
Properties=species:S:1:pos:R:3:mulliken_charge:R:1
C -5.19 4.01 2.35 -0.794
Br -4.78 7.17 1.85 -0.345
H 6.41 -3.32 -0.93 0.371
H -0.35 -3.27 0.34 -0.096
C -1.41 -2.39 4.64 -1.588
Br -2.80 5.33 -3.11 -0.250
C 1.40 0.52 -2.78 -1.550
C 5.46 -2.80 -0.96 -0.990
H 2.78 3.34 -4.09 0.302
C -0.99 -2.69 2.29 1.285
N 1.01 0.00 -1.57 -0.180
C -0.10 -0.75 3.46 1.081
C 1.12 -2.56 -4.74 -1.666
H 2.40 2.10 -6.17 0.345
H 2.12 4.64 -2.32 0.323
C 2.32 2.36 -4.04 -0.107
C 2.47 -3.02 2.06 -0.032
H 2.13 -2.69 -4.34 0.364
C -1.30 -4.98 1.22 -1.946
H 1.51 4.46 -0.66 0.422
C 1.70 -0.82 -0.85 -0.515
N 0.19 -0.97 1.08 0.570
C 3.02 -1.39 -1.12 0.776
H 1.30 -0.09 -6.12 0.295
C -1.20 -3.47 1.01 1.455
C 3.66 -3.75 2.20 -1.155
H -0.63 1.93 2.74 0.197
H -0.59 -0.64 5.54 0.330
C -5.39 2.69 2.65 -0.722
H -4.84 0.00 2.91 0.355
H 1.20 -2.30 -5.79 0.315
O -3.89 2.69 -2.08 -0.752
C -4.42 5.68 0.68 -0.035
H 3.73 3.18 -0.20 0.448
C -0.25 -1.48 2.26 -2.091
H -2.39 -1.91 0.08 0.277
C 1.83 0.36 4.61 -1.821
C 1.27 -1.34 0.45 -0.708
C -4.50 3.32 0.14 -0.060
C 0.79 0.48 3.49 1.156
C -1.54 -3.12 3.48 -0.367
H -1.55 -0.49 -4.01 0.444
H 0.27 -1.78 -2.93 -0.091
C 4.67 -3.73 1.26 -0.834
C 2.12 1.66 -5.23 -1.600
H -2.09 -4.06 3.51 0.225
H -3.32 -3.10 1.00 0.314
H 4.22 3.10 -1.89 0.317
C -0.03 1.77 3.63 -1.481
H -0.94 -0.92 -5.60 0.305
C 4.54 -2.94 0.09 1.188
H 3.78 -4.36 3.09 0.398
C 3.61 2.63 -1.13 -1.625
H 1.33 0.53 2.54 -0.013
C -2.47 -2.97 0.32 -1.543
H 5.58 -4.30 1.43 0.364
H -0.70 1.71 4.49 0.284
C -3.85 5.96 -0.55 -0.432
H -1.86 -2.74 5.57 0.363
H -5.72 2.39 3.64 0.375
C 2.14 2.59 -1.54 1.163
H 2.27 -0.64 4.61 0.373
H 1.38 0.53 5.59 0.357
H 0.52 3.93 -2.03 0.434
C -1.02 -1.25 -4.57 -1.645
C 1.50 0.43 -5.19 -0.162
C 3.95 -1.27 -2.14 0.358
H 1.58 2.06 -0.76 -0.213
H -3.60 6.97 -0.82 0.393
H 5.87 -1.88 -2.83 0.416
H -4.89 -0.34 1.17 0.220
C -5.13 1.72 1.67 0.649
H 2.63 1.08 4.48 0.459
C -5.32 0.26 1.97 -1.267
H 3.76 -0.64 -3.00 0.595
H -6.39 0.03 2.05 0.339
C 0.38 -1.46 -3.97 1.002
C 1.54 4.00 -1.65 -1.793
C -4.72 4.37 1.07 1.043
C 1.95 1.82 -2.83 1.572
H 3.97 1.61 -0.97 0.333
C 5.15 -1.98 -2.03 -1.089
H -2.66 -3.53 -0.59 0.472
C -4.00 3.57 -1.22 0.358
H 0.59 -3.50 -4.66 0.449
C 2.31 -2.24 0.93 1.145
C 3.35 -2.23 -0.03 -1.523
Hg -1.43 1.44 -0.16 0.343
H -1.59 -2.18 -4.54 0.442
C -0.70 -1.20 4.62 -0.082
H -5.36 4.78 3.09 0.306
H -1.28 -5.49 0.25 0.445
C 1.13 -0.15 -3.99 0.783
H -0.47 -5.35 1.82 0.414
H -2.23 -5.24 1.71 0.358
C -3.64 4.93 -1.44 -0.104
N -4.71 2.04 0.47 -0.270
H 1.71 -3.07 2.83 0.655
H 0.63 2.62 3.76 0.419
```


# 4
Formula: C46H46N2O3PScTe
Source: the Open Molecules 2025 dataset
Level of theory: the ωB97M-V functional and the def2-TZVPD basis

Values from the calculation:
**E_LUMO**: 4.152 eV
**Charge**: -2
**Relative energy (zero: lowest compared OMol25 entry of this formula, charge and spin)**: 72.61 kcal per mole
**HOMO-LUMO gap**: 4.9 eV
**Strongest force on any atom**: 2.4 eV/Å

Structure (XYZ):
```
100
Properties=species:S:1:pos:R:3:mulliken_charge:R:1
C -1.07 -1.37 5.60 -1.721
C -0.09 0.93 5.27 -0.116
H 3.69 -2.71 -3.39 0.357
C 5.40 -2.89 -2.15 -0.840
C 5.91 -2.80 -0.86 -0.541
H -0.51 -3.66 2.35 0.623
C 0.36 -3.06 0.47 -0.640
C -2.17 2.96 0.65 0.289
C -1.43 0.45 7.24 -1.254
C -2.10 2.40 2.05 0.522
C -3.09 -1.61 -3.07 -0.555
H -1.70 -1.90 6.32 0.384
C 5.06 -2.48 0.19 -0.943
C -0.24 -5.31 0.99 -0.562
O -3.29 -2.44 -0.80 -0.727
H 2.74 0.53 1.01 0.662
H -2.58 0.35 -3.91 0.444
H -2.67 2.93 8.87 0.293
H -0.12 -1.88 5.50 0.323
H 3.44 0.29 -1.56 0.822
C 1.22 -2.29 -3.37 0.230
C 1.65 2.36 0.33 -0.731
C 0.70 -4.80 -1.18 -0.187
H -3.42 4.56 1.34 0.387
H -3.22 2.93 4.41 0.304
H 1.27 2.88 4.12 0.005
H -2.83 1.20 4.38 0.169
C 1.82 -1.37 -4.25 -0.338
C 0.50 -2.15 -6.09 -0.467
H -2.33 1.33 9.55 0.357
H 0.12 -6.77 -0.54 0.392
H 5.45 -2.42 1.19 0.451
H 3.06 -2.00 0.77 0.377
C 0.17 -3.06 -3.88 -1.298
H 0.11 4.10 4.68 0.283
H -2.01 -0.27 7.81 0.152
C -2.43 4.10 -1.85 -1.027
H 1.55 3.76 5.63 0.496
H 2.56 -0.69 -3.84 0.481
H -2.52 4.53 -2.84 0.381
H 6.06 -3.14 -2.97 0.411
C 2.31 2.17 -1.83 -1.172
H -0.97 -3.64 -5.60 0.358
H -1.50 -0.95 -4.46 0.005
H -1.55 -1.39 4.62 0.182
H -0.44 3.65 7.28 0.316
N -1.61 -0.96 -1.32 0.896
C 1.49 -1.33 -5.58 -0.862
O 0.04 -0.73 1.04 0.244
H -4.96 0.72 2.11 0.442
C -2.69 -1.73 -1.58 -0.171
H -4.13 -1.30 -3.15 0.359
N -3.43 2.07 2.53 -0.057
H -0.64 -6.05 1.67 0.384
H 0.21 -2.10 -7.13 0.345
H 6.97 -2.99 -0.68 0.370
C 2.77 1.04 -1.15 0.100
C -3.05 4.70 -0.77 -0.675
C -3.91 0.87 1.87 -0.932
C 4.06 -2.64 -2.38 -0.562
C -0.86 0.05 6.05 0.884
C -2.92 4.12 0.48 -0.364
C -1.50 2.31 -0.41 0.941
H -4.52 1.73 4.27 0.381
C 0.79 3.31 5.00 -1.840
H -2.98 -2.59 -3.54 0.185
H -3.34 -0.03 2.17 0.218
H 2.00 -0.63 -6.24 0.388
H -0.40 -3.70 -3.22 0.433
C 1.63 2.99 -0.93 -0.359
C -1.29 1.74 7.72 0.948
C -3.50 1.97 3.97 -0.876
C -2.11 -0.59 -3.62 -0.684
H -1.22 2.51 -2.55 0.441
C 3.72 -2.25 -0.05 -0.411
H -3.62 5.61 -0.90 0.332
H 1.21 3.96 -1.14 0.430
H 1.05 -5.13 -2.16 0.538
C -1.89 2.18 9.03 -1.507
Te 0.81 0.27 3.45 0.005
Sc 0.03 0.61 -0.35 -0.742
C -0.17 -3.01 -5.22 -0.819
C -0.56 2.63 6.94 -0.891
H -1.13 2.62 9.67 0.346
C 2.37 1.14 0.19 -0.741
P 1.42 -1.92 -1.55 3.140
H -1.44 1.50 2.03 -0.708
C 3.20 -2.30 -1.34 0.637
H -1.66 3.14 2.73 0.254
C -0.17 -3.98 1.37 -0.708
H -3.80 0.99 0.79 0.242
C 0.19 -5.72 -0.27 -0.914
O -0.20 0.40 -2.44 -0.107
C 0.75 -1.66 0.54 -0.524
C -1.69 2.94 -1.66 -0.512
H 2.46 2.38 -2.88 0.348
C -1.20 -0.33 -2.42 0.632
C 0.79 -3.49 -0.81 -0.212
H 1.38 2.83 1.27 0.558
C 0.03 2.25 5.75 1.417
```